[1]
Below is a structure of composition C20H26AsBrN2O2Pb, with properties calculated with ωB97M-V/def2-TZVPD.

The geometry in XYZ format:
```
53
Properties=species:S:1:pos:R:3:mulliken_charge:R:1
Pb -0.7359 1.2345 -0.3889 1.1145
O 2.9646 4.1241 -0.4767 -0.6325
C 3.3919 3.7729 0.7827 0.5313
C 4.5366 4.4662 1.2019 -0.6523
C 5.0349 4.2008 2.4666 -0.3141
C 4.4476 3.3002 3.3453 -0.8704
C 3.3433 2.6114 2.9167 -0.3672
C 2.8214 2.8304 1.6280 -0.1484
C 1.6309 1.9309 1.2197 0.7244
O 0.9172 2.4551 0.1855 -0.9197
N 2.1829 0.5965 0.8718 0.0154
N 1.3724 -0.3446 0.4533 -0.2796
C 1.6538 -1.6078 0.4510 -0.4192
C 0.8208 -2.5920 -0.0992 0.5232
Br -0.5620 -1.9262 -1.0834 -0.0275
C 1.0346 -3.9490 0.0833 -0.5271
C 0.3331 -5.0482 -0.4472 0.9284
C -0.4938 -5.0100 -1.6218 -0.5619
C -1.3195 -6.0676 -1.9195 -0.6179
C -1.3706 -7.2032 -1.0909 -0.3954
C -0.4406 -7.3231 -0.0633 -0.5151
C 0.4001 -6.2854 0.2384 -0.5118
H 2.0949 3.7086 -0.6019 0.3686
H 5.0187 5.1564 0.5417 0.4868
H 5.9013 4.7837 2.7891 0.3605
H 4.8570 3.1468 4.3447 0.4136
H 2.8368 1.9447 3.5895 0.4010
H 1.0027 1.7598 2.1116 0.2378
H 3.1281 0.3422 1.1652 0.4314
H 2.6070 -1.9842 0.8982 0.3413
H 1.7835 -4.2180 0.8168 0.3354
H -0.5197 -4.1596 -2.2496 0.5745
H -1.9989 -5.9699 -2.7570 0.3992
H -2.1388 -7.9788 -1.2357 0.4008
H -0.3788 -8.2188 0.5558 0.3916
H 1.0852 -6.4184 1.0759 0.3389
C -3.0094 3.1770 -3.3218 -1.1239
As -3.2233 2.1407 -1.7308 0.3556
C -4.1891 3.3741 -0.5932 -1.0159
C -4.4028 0.7170 -2.2737 -1.0935
H -3.9552 3.6910 -3.4213 0.4130
H -2.8381 2.5403 -4.1807 0.3845
H -2.1987 3.8705 -3.2640 0.3640
H -5.2346 3.3065 -0.8646 0.3995
H -3.8345 4.3807 -0.7817 0.3959
H -4.0344 3.0836 0.4666 0.3231
H -5.2406 1.1935 -2.7810 0.4035
H -4.7086 0.1373 -1.4256 0.3754
H -3.8680 0.0627 -2.9639 0.3667
C -1.5275 0.6207 1.6527 -1.3994
H -1.7020 1.5680 2.2187 0.4514
H -0.7980 -0.0247 2.1349 0.4209
H -2.4780 0.1007 1.4316 0.4203
```

As for the strongest force on any atom: 2.79 eV/A. The spin multiplicity is 1. As for the electronic energy: -164346.4571 eV. Its LUMO energy (alpha / beta) is -0.3029 / -0.3281 Ha. Its charge is +2.

[2]
Below is a structure of composition C33H45N4O4STeTi, with properties calculated with ωB97M-V/def2-TZVPD.

The geometry in XYZ format:
```
89
Properties=species:S:1:pos:R:3:mulliken_charge:R:1
Ti 1.3206 1.7903 0.8305 0.0063
C 1.2033 0.6453 3.7365 -0.8682
O 1.9994 1.5256 2.9197 0.0959
C 3.3934 1.3047 3.1003 -0.4848
C 4.1394 2.1630 2.1038 -0.7722
O 3.5569 1.9171 0.8336 0.4489
C 4.2676 2.4796 -0.2600 -1.0019
H 1.4338 0.8335 4.7880 0.2798
H 1.3896 -0.3902 3.4471 0.3112
H 0.1637 0.8848 3.5294 0.2419
H 3.6079 0.2440 2.9414 0.2313
H 3.6803 1.5812 4.1201 0.5073
H 5.1938 1.8694 2.0882 0.5282
H 4.0644 3.2262 2.3487 0.2942
H 5.2743 2.0572 -0.3090 0.3090
H 4.3300 3.5672 -0.1594 0.2841
H 3.7159 2.2198 -1.1606 0.2371
O 0.6662 2.7074 -0.9153 -0.3427
N -0.5670 3.1741 -1.0740 0.4958
C -0.8341 3.7876 -2.2476 -0.4505
C -2.0740 4.2896 -2.5233 -0.7855
C -3.0772 4.1528 -1.5591 -0.2453
C -2.7849 3.5427 -0.3679 -0.9467
C -1.4962 3.0500 -0.0859 0.8625
S -1.0704 2.3237 1.4005 -0.6918
H 0.0065 3.8075 -2.9236 0.4817
H -2.2549 4.7650 -3.4755 0.4291
H -4.0756 4.5232 -1.7487 0.3967
H -3.5338 3.4193 0.4007 0.4789
C 0.6456 6.8624 3.5169 -0.8869
N 1.1413 5.9770 2.4781 0.1842
C 1.4701 6.3239 1.1892 -0.4857
C 1.8354 5.1668 0.5703 -0.9532
N 1.7397 4.1228 1.4578 0.6184
C 1.3172 4.6456 2.5854 -0.8491
H 0.5970 7.8729 3.1208 0.2995
H 1.3133 6.8565 4.3765 0.3333
H -0.3526 6.5598 3.8280 0.3380
H 1.4077 7.3402 0.8419 0.4378
H 2.1251 5.0103 -0.4547 0.5640
H 1.0963 4.0926 3.4842 0.5135
C 3.4305 -1.2884 0.1114 -1.3583
C 2.1137 -1.0039 0.8259 0.3644
O 1.8100 -1.7578 1.7682 -0.7123
N 1.3910 0.0498 0.4180 0.7603
Te -1.4935 -1.3885 0.2716 0.6738
C -2.9996 -2.8585 -0.0610 -0.1814
C -3.6336 -2.9371 -1.3116 0.6748
C -3.2760 -2.0218 -2.4522 -1.1728
C -4.6333 -3.8843 -1.5108 -0.9545
C -5.0350 -4.7539 -0.5061 0.7285
C -6.1099 -5.7796 -0.7448 -1.5741
C -4.4049 -4.6543 0.7239 -0.6561
C -3.3912 -3.7277 0.9654 1.0987
C -2.7690 -3.7490 2.3413 -2.0391
C -0.1412 -2.1497 -1.1802 -0.2470
C 0.2503 -1.3811 -2.2803 1.4199
C -0.2400 0.0142 -2.5516 -2.1075
C 1.1659 -1.9173 -3.1860 -0.9783
C 1.6969 -3.1847 -3.0325 0.9164
C 2.6860 -3.7452 -4.0198 -1.6703
C 1.3028 -3.9282 -1.9276 -0.9033
C 0.4041 -3.4335 -0.9892 1.2086
C 0.0688 -4.2954 0.1965 -1.7324
H 3.4987 -2.3526 -0.1135 0.4577
H 4.2533 -1.0437 0.7873 0.2273
H 3.5307 -0.7077 -0.8044 0.1790
H -3.4044 -0.9764 -2.1641 0.2186
H -3.9054 -2.2288 -3.3180 0.4054
H -2.2314 -2.1422 -2.7515 0.1066
H -5.1147 -3.9381 -2.4826 0.2453
H -6.6100 -5.6114 -1.6985 0.3388
H -6.8640 -5.7527 0.0434 0.3703
H -5.6905 -6.7879 -0.7617 0.3032
H -4.7011 -5.3206 1.5294 0.4259
H -2.2799 -4.7102 2.5158 0.3381
H -3.5385 -3.6327 3.1072 0.4981
H -2.0236 -2.9685 2.4811 0.1699
H -1.0265 0.3116 -1.8613 0.0816
H -0.6231 0.0896 -3.5726 0.6127
H 0.5802 0.7248 -2.4323 0.3156
H 1.4672 -1.3152 -4.0389 0.2999
H 2.8292 -3.0686 -4.8625 0.3736
H 2.3487 -4.7061 -4.4125 0.3486
H 3.6586 -3.9086 -3.5505 0.3238
H 1.7200 -4.9197 -1.7800 0.3836
H 0.7848 -5.1138 0.2799 0.4575
H -0.9315 -4.7255 0.1026 0.2593
H 0.1056 -3.7113 1.1169 0.2574
```

As for the strongest force on any atom: 0.40 eV/A. The spin multiplicity is 2. As for the electronic energy: -90346.0292 eV. Its LUMO energy (alpha / beta) is 0.0022 / 0.0022 Ha. Its charge is 0.

Result set for ΔE to the lowest compared entry with this formula, charge and spin: 26.2; 0.0 kcal per mole, one per record in the order listed.